{"formula": "C2H5NO2S", "method": "the ωB97M-V functional and the def2-TZVPD basis", "elements": ["C", "C", "N", "O", "O", "S", "H", "H", "H", "H", "H"], "xyz": [[0.850, -0.854, -0.559], [-0.533, -0.458, 1.104], [0.788, 0.443, -1.050], [-1.964, 0.842, -0.728], [-0.253, 2.052, 0.666], [-0.727, 0.893, -0.007], [1.890, -1.282, -0.344], [0.048, -1.536, -1.026], [-1.314, -1.183, 0.938], [-0.270, -0.038, 2.072], [1.485, 1.124, -1.066]], "lowdin_charge": [-0.11, -0.13, -0.15, -0.29, -0.31, 0.63, 0.11, 0.10, 0.04, 0.04, 0.06], "total_charge": 0, "lumo_ha": -0.0039, "gap_ev": 9.0, "relative_energy_kcal_mol": 98.14}